Record 1
This record from the Open Molecules 2025 dataset describes a cluster of 2 separate species, C6H12Cl2N2O3P in total at a distorted geometry. The level of theory is ωB97M-V/def2-TZVPD.

Summary:
- Energy above the lowest of the compared OMol25 structures with the same formula, charge and spin: 0.00 kcal/mol
- Total energy: -1832.9171 hartree
- HOMO-LUMO gap: 8.418 eV
- HOMO: -5.211 eV
- Max |F|: 0.0458 hartree/bohr

Structure (ORCA input):
```
! RIJCOSX wB97M-V def2-TZVPD def2/J DEFGRID3
* xyz -1 1
C 1.95 -1.39 0.24
C 3.09 -2.14 1.02
C -0.96 2.05 -0.49
C -1.44 -0.25 -1.11
C 0.56 2.18 -0.82
C -2.54 -1.17 -0.83
N 1.54 -0.21 0.78
N -1.36 0.75 -0.07
O -1.51 -1.13 1.78
O 1.45 -1.91 -0.77
O -0.94 1.44 2.40
P -1.08 0.26 1.51
Cl 1.03 3.92 -0.29
Cl -4.11 -0.32 -1.25
H 3.72 -1.41 1.53
H 2.66 -2.73 1.82
H 3.67 -2.83 0.39
H -1.65 2.46 -1.26
H -1.04 2.67 0.39
H -1.56 0.28 -2.08
H -0.46 -0.81 -1.06
H 0.74 2.09 -1.96
H 1.15 1.39 -0.15
H -2.51 -1.37 0.21
H -2.40 -1.91 -1.57
H 1.99 0.09 1.62
*
```

Record 2
This record from the Open Molecules 2025 dataset describes a cluster of 8 separate species, C53H49BF13N8O17S in total at a distorted geometry. The level of theory is ωB97M-V/def2-TZVPD.

Summary:
- Total energy: -5486.8497 hartree
- HOMO-LUMO gap: 4.614 eV
- HOMO: -4.454 eV
- Max |F|: 0.0471 hartree/bohr

Structure (ORCA input):
```
! RIJCOSX wB97M-V def2-TZVPD def2/J DEFGRID3
* xyz -1 1
N -1.75 -3.16 6.25
C -1.73 -1.78 6.64
O -2.67 -1.36 7.24
C -0.49 -0.97 6.30
C -0.73 0.19 5.31
C -1.44 -0.23 4.02
C -0.82 0.30 2.63
O -1.06 -0.72 1.68
B -2.05 -1.59 2.41
C -2.50 -3.00 1.74
C -3.46 -3.72 2.72
C -4.94 -3.65 2.33
F -5.18 -4.73 1.52
F -5.16 -2.57 1.56
C -5.93 -3.77 3.53
F -5.34 -3.95 4.71
F -6.70 -4.86 3.35
C -6.96 -2.60 3.69
F -7.82 -3.02 4.64
F -7.66 -2.51 2.57
C -6.35 -1.28 4.23
F -6.22 -1.42 5.53
F -5.14 -1.06 3.81
S -7.35 0.30 3.94
F -6.02 1.18 3.90
F -7.25 0.17 2.37
F -8.73 -0.47 4.03
F -7.40 0.61 5.51
F -8.19 1.64 3.73
O -1.43 -1.63 3.74
H -1.45 -3.73 7.03
H -1.10 -3.31 5.48
H -0.15 -0.52 7.23
H 0.31 -1.65 5.98
H -1.38 0.91 5.81
H 0.23 0.67 5.08
H -2.50 0.02 4.15
H 0.22 0.49 2.87
H -1.47 1.15 2.38
H -3.07 -0.89 2.32
H -1.59 -3.64 1.69
H -2.87 -2.92 0.72
H -3.26 -3.40 3.75
H -3.21 -4.80 2.69
C 3.16 5.50 6.30
C 4.04 4.42 6.26
C 3.58 3.15 6.56
C 2.25 2.97 6.90
C 1.37 4.03 6.95
C 1.83 5.30 6.65
N 1.75 1.62 7.18
O 2.54 0.70 7.12
O 0.56 1.51 7.42
H 3.51 6.49 6.04
H 5.07 4.57 5.99
H 4.26 2.31 6.53
H 0.34 3.89 7.22
H 1.15 6.14 6.67
C 3.14 -5.03 0.94
C 3.50 -3.88 0.25
C 3.18 -2.63 0.75
C 2.48 -2.55 1.94
C 2.10 -3.68 2.64
C 2.44 -4.93 2.13
N 2.14 -1.22 2.46
O 2.48 -0.25 1.80
O 1.54 -1.16 3.51
H 3.40 -6.00 0.54
H 4.05 -3.95 -0.68
H 3.46 -1.74 0.21
H 1.55 -3.60 3.57
H 2.15 -5.82 2.67
C -0.41 -0.59 -3.40
C -0.24 -0.76 -2.03
C 0.16 -1.99 -1.54
C 0.38 -3.04 -2.43
C 0.21 -2.88 -3.79
C -0.19 -1.64 -4.28
N 0.82 -4.33 -1.89
O 0.94 -4.39 -0.69
O 1.05 -5.24 -2.67
H -0.71 0.38 -3.78
H -0.41 0.06 -1.35
H 0.29 -2.13 -0.47
H 0.38 -3.70 -4.48
H -0.33 -1.49 -5.34
C -1.82 5.36 -0.04
C -1.33 4.07 0.10
C -0.65 3.71 1.25
C -0.48 4.65 2.26
C -0.95 5.94 2.13
C -1.63 6.30 0.97
N 0.22 4.25 3.49
O 0.64 3.12 3.56
O 0.32 5.08 4.39
H -2.35 5.64 -0.94
H -1.47 3.35 -0.69
H -0.27 2.70 1.36
H -0.81 6.67 2.92
H -2.01 7.30 0.86
C 2.47 3.97 -7.31
C 3.32 2.93 -7.62
C 2.87 1.62 -7.56
C 1.55 1.38 -7.19
C 0.69 2.41 -6.87
C 1.16 3.72 -6.93
N 1.06 0.00 -7.15
O 1.85 -0.90 -7.42
O -0.10 -0.18 -6.85
H 2.82 5.00 -7.36
H 4.34 3.13 -7.91
H 3.54 0.80 -7.80
H -0.33 2.22 -6.58
H 0.49 4.54 -6.69
C 3.49 6.71 -3.30
C 4.09 5.51 -3.67
C 3.61 4.31 -3.18
C 2.52 4.32 -2.31
C 1.92 5.50 -1.93
C 2.41 6.70 -2.43
N 1.99 3.05 -1.80
O 2.55 2.02 -2.14
O 1.02 3.10 -1.08
H 3.86 7.64 -3.69
H 4.93 5.51 -4.35
H 4.08 3.38 -3.47
H 1.07 5.50 -1.25
H 1.94 7.64 -2.14
C 1.23 -3.64 -9.73
C 1.14 -4.60 -10.72
C 1.92 -5.74 -10.66
C 2.79 -5.90 -9.58
C 2.89 -4.95 -8.59
C 2.10 -3.81 -8.67
N 3.60 -7.12 -9.50
O 3.50 -7.94 -10.40
O 4.33 -7.25 -8.53
H 0.61 -2.75 -9.78
H 0.46 -4.47 -11.55
H 1.85 -6.49 -11.43
H 3.57 -5.08 -7.76
H 2.17 -3.05 -7.90
*
```